A structure of composition C31H38N4OOsPS in a non-equilibrium geometry, computed with ωB97M-V with the def2-TZVPD basis set.

Positions of all 77 atoms, in Å:
Os: -0.1145 0.0385 0.2913
C: 2.4623 0.2086 1.9017
N: 2.1322 -0.0621 0.4607
C: 2.6847 0.9798 -0.3690
C: 2.7373 -1.3486 0.0231
C: 1.9565 -2.4553 0.6453
N: 0.5236 -2.3341 0.3070
C: 0.2911 -2.7280 -1.1021
C: -0.1100 -3.3434 1.1980
H: 3.5303 0.0459 2.0638
H: 1.8879 -0.4588 2.5356
H: 2.1977 1.2303 2.1531
H: 3.7160 1.2508 -0.1323
H: 2.0453 2.9073 -0.5872
H: 2.5518 0.7662 -1.4281
H: 3.7843 -1.3932 0.3333
H: 2.7052 -1.3876 -1.0666
H: 2.0532 -2.4440 1.7294
H: 2.3412 -3.4212 0.3052
H: 0.8528 -3.6365 -1.3389
H: 0.5886 -1.9355 -1.7908
H: -0.7685 -2.9313 -1.2331
H: 0.4297 -4.2870 1.0794
H: -1.1403 -3.4932 0.9374
H: -0.0349 -3.0132 2.2320
O: 1.8744 2.1348 -0.0102
C: 0.3855 1.8266 0.0531
C: -0.2399 3.1519 -0.0323
C: 0.3555 4.4077 0.0500
C: -0.4666 5.5299 0.0752
C: -1.8489 5.3956 0.0238
C: -2.4378 4.1403 -0.0990
C: -1.6123 3.0306 -0.1579
P: -2.0399 1.3186 -0.4637
C: -3.8114 1.3680 -0.1075
C: -4.2593 1.6623 1.1873
C: -5.6018 1.9190 1.4129
C: -6.5033 1.8985 0.3504
C: -6.0624 1.6097 -0.9314
C: -4.7163 1.3404 -1.1656
C: -1.8970 1.0728 -2.2510
C: -1.8070 -0.2337 -2.7329
C: -1.6686 -0.4684 -4.0917
C: -1.6181 0.6024 -4.9758
C: -1.7142 1.9039 -4.5023
C: -1.8538 2.1432 -3.1417
H: 1.4233 4.5676 0.1559
H: -0.0234 6.5126 0.1592
H: -2.4730 6.2775 0.0730
H: -3.5134 4.0431 -0.1629
H: -3.5622 1.7140 2.0158
H: -5.9443 2.1600 2.4107
H: -7.5471 2.1243 0.5264
H: -6.7581 1.6109 -1.7607
H: -4.3826 1.1366 -2.1742
H: -1.8916 -1.0730 -2.0491
H: -1.6088 -1.4821 -4.4660
H: -1.5158 0.4217 -6.0374
H: -1.6862 2.7351 -5.1939
H: -1.9344 3.1627 -2.7847
C: -6.9178 -1.6815 0.5891
C: -5.5480 -2.1902 0.3258
C: -5.2745 -3.3668 -0.3419
C: -3.9514 -3.7396 -0.5172
N: -2.9448 -2.9497 -0.0846
C: -3.1967 -1.8442 0.5489
S: -1.9747 -0.8346 1.4321
N: -4.4884 -1.4654 0.7532
C: -3.5705 -5.0175 -1.1766
H: -7.6462 -2.4786 0.4656
H: -7.1476 -0.8876 -0.1224
H: -6.9991 -1.2721 1.5963
H: -6.0838 -3.9880 -0.6970
H: -4.6516 -0.6237 1.3045
H: -4.4124 -5.7006 -1.2479
H: -2.7553 -5.4894 -0.6293
H: -3.2091 -4.8072 -2.1870

- Kohn-Sham gap (spin up / spin down): 6.761 / 6.761 eV
- F_max: 1.55 eV/Å
- HOMO energy (spin up / spin down): -16.41 / -16.41 eV
- Net charge: +3
- Total energy: -2327.5587 hartree

A structure of composition C31H39Br3IIrN5P2, computed with ωB97M-V with the def2-TZVPD basis set.

Positions of all 82 atoms, in Å:
Ir: 0.0403 -0.4404 -0.0642
C: -2.9910 0.2340 1.5765
P: -2.1470 -1.0173 0.5709
C: -2.6119 -2.5492 1.4373
C: -3.0361 -1.2279 -0.9966
C: -4.4199 -1.1351 -1.0921
C: -5.0464 -1.3966 -2.3034
C: -4.2986 -1.7737 -3.4108
C: -2.9175 -1.8809 -3.3189
C: -2.2807 -1.5976 -2.1160
P: -0.4887 -1.7180 -1.9080
C: 0.3185 -1.1867 -3.4317
C: -0.1121 -3.4859 -1.8135
H: -3.0664 1.1963 1.0747
H: -2.4248 0.3689 2.4991
H: -3.9982 -0.0986 1.8280
H: -3.7024 -2.5529 1.4855
H: -2.2287 -2.5994 2.4557
H: -2.3162 -3.4328 0.8718
H: -5.0200 -0.8550 -0.2345
H: -6.1220 -1.3121 -2.3814
H: -4.7933 -1.9854 -4.3493
H: -2.3479 -2.1753 -4.1921
H: 0.0582 -1.8533 -4.2549
H: 1.3999 -1.2232 -3.2933
H: 0.0153 -0.1729 -3.6917
H: -0.5129 -3.9761 -2.7019
H: -0.5696 -3.9422 -0.9365
H: 0.9668 -3.6461 -1.7802
Br: 6.4642 0.6039 -1.9013
C: 4.6817 0.3721 -1.4310
C: 3.6928 1.1966 -1.9488
C: 2.3845 0.9719 -1.5759
N: 2.0174 0.0050 -0.7301
C: 2.9758 -0.8011 -0.2307
C: 4.3093 -0.6473 -0.5626
C: 2.4870 -1.8895 0.6301
C: 3.3353 -2.8059 1.2235
C: 2.8108 -3.8727 1.9412
Br: 3.9311 -5.1126 2.7469
C: 1.4296 -3.9927 2.0247
C: 0.6475 -3.0298 1.4294
N: 1.1418 -1.9787 0.7598
H: 3.9289 1.9953 -2.6378
H: 1.6013 1.5834 -1.9849
H: 5.0645 -1.3118 -0.1721
H: 4.4054 -2.7065 1.1267
H: 0.9652 -4.8155 2.5499
H: -0.4225 -3.0974 1.4932
Br: -2.1600 1.3447 -4.4113
C: -0.8504 2.6036 -3.9136
C: -0.3079 3.4164 -4.9026
C: 0.5787 4.4281 -4.5686
C: 0.9206 4.6576 -3.2416
C: 0.3919 3.8509 -2.2473
C: -0.4550 2.8016 -2.5953
I: -1.3603 1.7362 -1.0267
H: -0.6091 3.2701 -5.9309
H: 0.9766 5.0619 -5.3495
H: 1.5767 5.4761 -2.9777
H: 0.6279 4.0429 -1.2082
C: -0.8071 0.8680 4.9319
N: 0.0088 0.4750 3.7810
C: 0.3919 -0.9199 3.7043
C: 0.3586 1.3310 2.7996
N: 0.5675 0.9349 1.5477
N: 0.5132 2.6348 3.1397
C: 0.4682 3.6855 2.1356
C: 1.1493 3.0357 4.3988
H: -1.6277 0.1574 5.0434
H: -1.2280 1.8562 4.7748
H: -0.2284 0.8674 5.8556
H: 0.3152 -1.3584 4.6970
H: 1.4233 -1.0166 3.3637
H: -0.2565 -1.4825 3.0318
H: 1.1019 1.6610 1.0864
H: -0.2744 3.4515 1.3752
H: 1.4457 3.8508 1.6658
H: 0.1750 4.6148 2.6205
H: 1.4530 2.1643 4.9692
H: 0.4792 3.6487 5.0012
H: 2.0430 3.6186 4.1715

- Kohn-Sham gap: 7.897 eV
- F_max: 0.42 eV/Å
- HOMO energy: -16.54 eV
- Net charge: +3
- Total energy: -10284.5058 hartree

A structure of composition C31H39Cl2IN10O3Zr in a non-equilibrium geometry, computed with ωB97M-V with the def2-TZVPD basis set.

Positions of all 87 atoms, in Å:
Zr: 0.1687 1.2317 -0.5955
N: 3.2948 0.0316 -4.0604
C: 3.0153 0.9577 -3.0981
N: 2.4140 0.7309 -2.0039
C: 1.8290 -0.6168 -1.7657
N: 2.1536 -0.9381 -0.3827
N: 1.7227 -0.0317 0.4294
C: 2.2085 -0.0040 1.6615
C: 1.8098 1.0566 2.5158
C: 2.5590 1.4139 3.6632
C: 2.1696 2.4972 4.4180
C: 1.0024 3.1824 4.0710
C: 0.3243 2.7684 2.9364
N: 0.7112 1.7644 2.1585
C: 2.4574 -1.6910 -2.6334
C: 2.3957 -3.0323 -2.2875
C: 2.9548 -4.0015 -3.1049
C: 3.6078 -3.6288 -4.2708
C: 3.7180 -2.2925 -4.6067
C: 3.1428 -1.3254 -3.7889
H: 3.8058 0.3090 -4.8787
H: 3.3306 1.9715 -3.3295
H: 2.9974 -0.6908 1.9482
H: 3.4635 0.8627 3.8915
H: 2.7608 2.8192 5.2674
H: 0.6538 4.0281 4.6460
H: -0.5803 3.2812 2.6264
H: 1.9150 -3.3071 -1.3607
H: 2.8860 -5.0455 -2.8282
H: 4.0529 -4.3788 -4.9118
H: 4.2703 -1.9866 -5.4881
N: -0.8520 -1.3738 0.1607
C: -1.2521 -1.4439 1.5525
C: -2.3103 -2.5698 1.7243
C: -2.8676 -3.0435 3.0844
C: -1.8609 -3.2782 4.2126
N: -1.5418 -2.0030 4.8064
C: -0.5400 -1.7051 5.5845
N: -0.4459 -0.4414 6.0207
N: 0.3411 -2.6190 6.0286
C: -1.6867 0.0099 1.9071
O: -2.1341 0.2646 3.0585
O: -1.5483 0.8552 0.9974
H: -1.6659 -1.2402 -0.4296
H: -0.3759 -2.2104 -0.1464
H: -0.3569 -1.6667 2.1442
H: -1.8632 -3.4465 1.2468
H: -3.1703 -2.2757 1.1162
H: -3.3814 -3.9875 2.8977
H: -3.6100 -2.3326 3.4517
H: -0.9686 -3.7907 3.8303
H: -2.3193 -3.9148 4.9757
H: -1.9854 -1.1405 4.3158
H: -1.0079 0.2393 5.5237
H: 0.4341 -0.0956 6.3628
H: 0.2757 -3.5758 5.7356
H: 1.0992 -2.3488 6.6271
Cl: -0.7625 -3.1504 -2.6749
C: -0.6928 -1.7749 -3.7253
C: -1.2391 -1.9181 -4.9893
C: -1.3199 -0.8272 -5.8341
C: -0.8754 0.4086 -5.3972
C: -0.3011 0.5232 -4.1465
Cl: 0.2599 2.0543 -3.5973
C: -0.1539 -0.5603 -3.2468
N: 0.3909 -0.4103 -1.9758
H: -1.6177 -2.8833 -5.2958
H: -1.7484 -0.9365 -6.8207
H: -0.9662 1.2854 -6.0240
I: 1.8487 4.3774 -1.8078
C: 1.5295 3.0294 -0.1299
H: 1.2638 3.7358 0.6550
H: 2.5452 2.6906 0.0866
C: -1.9730 3.8909 0.0368
C: -2.2732 3.0901 -1.2368
C: -3.6786 2.4853 -1.1388
C: -2.2081 4.0322 -2.4450
O: -1.3390 2.0482 -1.3735
H: -2.7251 4.6649 0.1935
H: -0.9925 4.3648 -0.0491
H: -1.9749 3.2066 0.8848
H: -4.4345 3.2622 -1.0234
H: -3.7174 1.8110 -0.2822
H: -3.8896 1.9152 -2.0456
H: -2.9494 4.8255 -2.3405
H: -2.4083 3.4773 -3.3626
H: -1.2180 4.4810 -2.5207

- Kohn-Sham gap: 5.968 eV
- F_max: 2.27 eV/Å
- HOMO energy: -6.28 eV
- Total energy: -3243.2081 hartree

In kJ/mol, the energy relative to the best compared isomer or geometry (same formula, charge and spin) values for the records above are, in order, 117.2; 0.0; 183.9.